C22H26F32GaO7P2S as an isolated structure in a non-equilibrium geometry. Source: OMol25; level of theory: wB97M-V/def2-TZVPD.

XYZ file:
```
91
Properties=species:S:1:pos:R:3:forces:R:3:lowdin_charge:R:1
C -1.79390 4.34016 -2.78060 0.0 -0.2 0.4 -0.55
F -1.07765 5.62461 -4.64654 0.0 0.0 0.0 0.09
F 1.86003 7.78137 -2.50930 0.0 0.0 0.0 0.09
C 5.90873 -7.20302 -3.12206 0.0 0.0 -0.1 -0.29
O -0.30211 2.15685 1.20797 0.3 0.3 0.2 -0.32
C 1.28341 5.52589 -2.21261 -0.1 -0.2 -0.3 -0.44
C 7.73808 -0.17868 2.51200 0.2 0.0 0.0 -0.30
H 0.83014 7.19522 -0.90274 0.0 0.0 0.0 0.17
O 6.37015 -6.61384 -0.84503 0.1 0.2 -0.5 0.05
F 4.92867 -8.21116 -1.28642 -0.1 0.1 0.0 0.14
O -10.51206 0.47059 1.20929 0.0 0.4 -0.3 0.05
F -10.10275 2.17785 2.63189 -0.1 -0.1 -0.1 0.16
H 5.32817 -5.17099 0.24142 0.0 0.1 -0.2 0.15
S -4.38983 0.90846 2.34421 -0.2 0.2 0.3 0.02
H -5.52685 -1.40391 1.22840 -0.3 -0.3 0.3 -0.12
H 6.67886 -7.97703 -3.12312 0.0 0.0 0.0 0.17
F 1.49646 5.32376 -3.53339 0.0 0.0 0.1 0.13
C -11.64294 2.55016 0.85247 -0.1 0.1 -0.1 -0.29
O 4.69904 -0.38307 0.74845 0.0 0.1 0.6 0.05
F 3.07668 -2.08552 3.41101 0.0 0.0 -0.1 0.10
H -1.79858 -3.22147 2.59731 0.1 0.0 0.0 -0.02
C -11.00837 1.57040 1.84618 0.1 -0.3 0.2 -0.55
H 2.61812 -0.38008 2.44347 0.1 -0.1 0.1 0.15
H -4.37217 -1.82451 3.10800 -0.4 -0.1 -0.1 -0.09
H 6.96124 -5.55730 0.72321 0.0 0.0 0.0 0.15
C -1.28548 -2.89992 1.68515 -0.3 0.1 0.0 -0.26
H -1.80952 0.91068 2.93911 -0.1 -0.4 0.1 0.02
H 6.09230 0.40827 -0.41880 0.0 0.1 0.0 0.15
H 6.57070 -1.13028 0.24090 0.1 0.0 0.2 0.11
C 6.89201 0.61002 1.50959 -0.4 0.2 0.1 -0.44
F 7.79422 1.33549 0.78151 0.1 -0.1 0.0 0.10
P -4.36257 -1.05665 1.92587 0.7 0.6 -0.3 0.25
H -3.00196 -2.42952 -0.70124 -0.2 0.1 0.1 -0.08
H -9.14972 -0.96178 1.07450 0.0 0.0 0.0 0.15
H -0.13405 4.75902 -0.72694 0.0 0.2 -0.1 0.15
H 8.46003 -0.81254 1.98916 0.0 0.0 0.0 0.17
H -1.07615 -3.79170 1.08904 0.0 0.0 0.0 -0.02
F 5.32722 -3.77601 -2.54307 0.1 -0.1 0.1 0.11
F -3.21669 5.19962 -4.44746 0.1 0.0 0.0 0.09
F 3.35505 -2.11331 0.70416 0.0 -0.1 0.0 0.14
H -2.30255 0.82323 -0.12234 0.1 -0.1 -0.1 0.02
C 5.98169 -3.19114 -1.52288 -0.2 0.2 -0.1 -0.30
F -2.69553 3.36899 -2.51723 0.0 0.1 0.0 0.15
H -6.70385 1.68445 1.45679 -0.1 -0.1 -0.1 0.07
F 7.90629 -4.54895 -1.69752 -0.1 0.0 0.0 0.14
F 4.30842 -0.27781 3.53465 0.0 -0.1 -0.1 0.10
F -10.73263 2.98957 -0.03392 0.0 0.0 0.1 0.11
O -1.12081 0.24712 2.71925 0.2 0.2 0.2 -0.19
F 2.48644 5.37067 -1.58206 0.0 0.0 0.1 0.10
C 0.35883 4.44020 -1.64560 0.0 -0.4 0.6 -0.04
H -1.85064 3.79726 -4.87421 0.0 0.0 0.0 0.17
H 1.02024 3.62828 -1.35103 0.0 0.0 0.0 0.15
C 0.89885 6.98650 -1.97333 0.1 0.1 0.1 -0.30
C 6.07610 -0.19382 0.48766 0.1 -0.1 -0.6 -0.05
F 6.70286 -2.15721 -2.03229 0.0 -0.1 0.0 0.09
C -8.20450 0.68882 0.20252 -0.3 0.1 -0.2 -0.44
H 5.25899 -2.79545 -0.80542 0.0 -0.1 0.0 0.15
C -7.35583 1.89383 0.60058 0.3 0.3 0.0 -0.33
F -7.32703 -0.30801 -0.10066 0.1 0.0 0.0 0.08
F -8.15918 2.95399 0.88669 -0.1 -0.1 0.0 0.08
F 4.88758 -7.57800 -3.92619 0.1 0.0 0.0 0.10
F -8.90722 0.95793 -0.92646 0.0 0.0 0.1 0.12
F -12.12636 3.61685 1.53753 0.0 -0.1 0.0 0.09
H -0.98361 -0.08550 -0.89279 0.0 0.0 0.1 0.03
F 7.54126 -3.42975 0.15011 0.0 0.0 0.1 0.09
O 0.86560 -0.12070 1.26220 0.3 -0.3 0.1 -0.17
H -0.34067 -2.44106 1.98200 0.0 0.0 0.0 -0.03
H -8.73038 0.23842 2.27225 0.1 0.2 0.0 0.15
C 5.37186 -6.99898 -1.70102 -0.1 0.0 0.3 -0.54
C -1.97474 4.69185 -4.26140 -0.1 0.0 -0.1 -0.28
F 8.41550 0.70027 3.28964 0.0 -0.1 0.0 0.09
C 3.48058 -0.98696 2.73172 -0.1 0.1 0.2 -0.28
H 1.35421 0.19324 0.48581 -0.1 -0.1 0.2 0.08
P -0.52508 0.69959 1.31641 -0.3 0.8 -1.0 0.30
C 6.32507 -5.38775 -0.14380 -0.1 -0.1 0.6 -0.04
F -6.58519 2.23885 -0.45517 -0.1 0.0 0.0 0.09
F 5.22892 -2.32254 1.78046 -0.1 0.1 0.0 0.13
H -12.46045 2.06069 0.31894 0.0 0.0 0.0 0.17
F -12.02183 1.14961 2.65218 0.0 0.0 0.1 0.13
C 4.23879 -1.44412 1.48569 0.1 -0.1 -0.4 -0.53
F 6.09840 1.48349 2.16115 0.1 -0.1 0.0 0.14
F 6.42915 -6.05450 -3.59868 -0.1 0.0 0.0 0.10
F -2.08529 5.39215 -1.98946 0.1 -0.1 -0.1 0.15
F 4.32340 -6.15787 -1.68503 0.1 -0.1 0.0 0.16
F -0.27081 7.29200 -2.56906 0.0 0.0 0.0 0.10
Ga -2.48143 -1.66172 0.60727 0.9 -0.8 -0.5 0.20
C -1.53734 0.05410 0.03783 -0.6 -0.2 0.3 -0.36
O -0.54764 3.82996 -2.54306 0.0 0.4 -0.5 0.05
C -9.14133 0.10867 1.27105 0.1 -0.5 0.4 -0.03
F 6.96770 -0.94072 3.31264 0.0 0.0 0.0 0.10
C 6.93922 -4.16422 -0.83736 0.2 -0.3 -0.3 -0.43
```
Forces are in eV/Å.

Results
highest occupied orbital energy	-5.2	eV
strongest force on any atom	0.026	hartree/bohr
2S+1	1
LUMO	1.86	eV
total charge	-1
electronic energy	-7582.2116	Ha

---

C22H28BN2 as an isolated structure in a non-equilibrium geometry. Source: OMol25; level of theory: wB97M-V/def2-TZVPD.

XYZ file:
```
53
Properties=species:S:1:pos:R:3:forces:R:3:nbo_charge:R:1
H 0.25055 -1.64198 2.27712 0.4 -0.1 -0.2 0.22
C 1.45634 1.24385 -5.48009 0.0 0.0 0.1 -0.23
N -2.73438 -0.46029 3.55449 0.2 0.8 0.0 -0.33
H 1.81824 2.24912 -7.86632 -0.3 0.1 0.0 0.23
H -1.55309 2.63629 -6.25173 0.3 -0.2 0.3 0.23
C 3.48341 -2.52560 0.32947 -0.2 0.1 0.0 -0.23
H -1.39883 3.19113 4.51457 -0.2 -0.1 0.0 0.24
H 3.70319 -5.14198 2.24456 0.1 0.2 -0.1 0.24
C 2.02514 -2.86073 2.22367 -0.1 0.2 -0.2 -0.21
C 0.62638 0.29039 -1.29543 0.1 0.9 0.6 -0.34
H -0.71803 -0.65913 0.07484 0.8 0.0 -0.2 0.24
H -4.10849 -1.28879 5.00139 -0.1 -0.3 0.0 0.24
H 4.47863 -3.84208 3.14675 -0.1 0.0 -0.2 0.24
N -2.72404 1.57164 4.30470 0.3 -0.8 -0.6 -0.32
H -1.37144 0.76403 -1.86785 0.3 -0.2 -0.2 0.22
C 0.48673 1.94348 -6.21591 -0.2 0.0 0.4 0.07
C 0.79380 2.50153 -7.56849 0.3 0.0 -0.4 -0.65
C -2.47359 2.99147 4.44204 0.2 0.6 0.1 -0.41
C -3.57572 0.85514 5.11578 0.2 -1.3 -0.7 -0.05
H 4.41309 -2.77130 -0.19752 -0.4 0.2 0.2 0.23
C 1.13866 -1.92842 1.70902 -0.2 -0.2 0.0 -0.16
C -0.78577 2.12849 -5.65729 -0.1 0.0 0.1 -0.23
H -1.75431 1.94775 1.43415 0.3 -0.2 0.2 0.00
C 3.21448 -3.16433 1.54719 -0.3 0.1 0.0 0.06
C 1.35772 -1.30100 0.46748 0.8 0.1 0.5 -0.08
H -2.47032 -1.38954 1.69654 -0.1 0.0 0.0 0.22
H -2.96894 3.34136 5.35403 0.1 -0.1 -0.2 0.22
H -2.86749 3.55204 3.58847 0.0 -0.2 0.1 0.23
C 4.16848 -4.15237 2.14022 0.2 -0.2 0.1 -0.64
H 2.42823 1.05459 -5.94360 -0.3 0.0 0.2 0.23
C -0.32674 0.70589 -2.20344 -0.2 -0.2 0.5 0.05
C 0.34204 -0.40131 -0.07849 -0.5 -1.2 -2.0 0.04
H -2.05697 1.83914 -3.94200 0.2 0.0 -0.1 0.22
H 0.70559 3.59627 -7.58286 0.0 -0.2 0.1 0.24
H 1.67088 0.55223 -1.50645 -0.4 -0.4 0.0 0.22
C 1.19976 0.81828 -4.18509 -0.5 0.2 0.3 -0.08
H 2.81415 -1.13284 -1.16239 -0.1 -0.3 0.3 0.21
C -1.06704 1.69382 -4.37193 0.4 -0.3 0.5 -0.11
H -1.54750 -2.13152 3.02591 -0.5 0.3 -0.1 0.21
H -4.10267 1.29300 5.93814 -0.1 0.1 0.1 0.24
H -0.43083 0.26423 1.47295 -1.1 1.8 1.7 -0.05
H 1.96214 0.28113 -3.61736 -0.2 0.2 -0.3 0.21
C -0.06438 1.07308 -3.56682 0.4 0.3 -1.1 -0.18
H 0.10565 2.11222 -8.33121 0.1 0.1 0.2 0.24
B -1.14810 1.27539 2.26908 1.5 -0.3 -1.5 -0.33
C -3.57900 -0.43345 4.64617 0.1 1.5 0.3 -0.08
H -3.31005 -2.35697 2.94909 0.1 0.2 -0.2 0.23
C -2.18129 0.76710 3.33723 -1.0 -0.6 1.1 0.31
H 1.80448 -3.36500 3.16577 0.1 0.2 -0.2 0.22
C 2.58644 -1.60352 -0.20405 -0.5 0.2 0.2 -0.15
H -0.26998 1.91805 2.85596 -0.4 -0.3 -0.4 0.01
C -2.50380 -1.64628 2.75129 0.5 -0.5 0.3 -0.39
H 5.05859 -4.25371 1.51827 0.0 0.0 0.1 0.23
```
Forces are in eV/Å.

Results
highest occupied orbital energy	-11.2	eV
strongest force on any atom	0.052	hartree/bohr
2S+1	1
LUMO	-4.70	eV
energy above the lowest of the compared OMol25 structures with the same formula, charge and spin	0.0	kcal per mole
total charge	+1
electronic energy	-989.1714	Ha

---

C6H11N3 as an isolated structure in a non-equilibrium geometry. Source: OMol25; level of theory: wB97M-V/def2-TZVPD.

XYZ file:
```
20
Properties=species:S:1:pos:R:3:forces:R:3:nbo_charge:R:1
N -0.28553 -0.34712 -2.25290 -0.3 -1.8 -0.3 -0.64
C -1.23465 -1.63324 -0.44638 -0.2 0.2 0.1 -0.71
H 1.74563 -1.59290 0.67506 -0.1 0.0 -0.2 0.22
N -1.09330 1.87680 -0.56089 0.4 -1.2 0.1 -0.86
H -2.09829 -1.76055 -1.09941 0.1 0.2 0.0 0.25
H -2.08828 2.05083 -0.69532 0.4 0.5 0.4 0.39
H 2.73920 0.89528 -0.14553 0.0 0.0 0.4 0.19
C -0.33082 -0.61366 -1.05794 0.9 2.0 -0.1 0.50
H 0.35420 -1.28948 1.68819 -0.1 0.1 0.1 0.23
H 1.85148 -0.38170 1.91520 -0.1 0.1 0.1 0.22
C -0.78052 1.39690 0.58284 -2.3 2.4 -1.2 0.58
N -1.24483 1.49769 1.76722 1.5 -1.0 0.1 -0.78
C 0.70256 0.25495 0.18299 0.6 -2.2 -1.3 -0.21
H -0.58030 1.48899 2.53059 -0.1 -0.4 0.1 0.36
H 1.44756 1.82790 -1.03937 -0.2 -0.2 -0.4 0.22
H 0.33087 0.04338 -2.94675 0.1 0.8 0.9 0.41
C 1.17654 -0.80352 1.16981 0.0 0.2 0.4 -0.66
C 1.68714 1.00824 -0.37650 -0.8 0.5 0.3 -0.18
H -1.57138 -1.31933 0.53909 0.1 -0.2 0.1 0.24
H -0.72727 -2.59944 -0.43003 0.1 0.1 0.3 0.24
```
Forces are in eV/Å.

Results
highest occupied orbital energy	-7.8	eV
strongest force on any atom	0.068	hartree/bohr
2S+1	1
LUMO	-1.19	eV
energy above the lowest of the compared OMol25 structures with the same formula, charge and spin	135.4	kcal per mole
electronic energy	-399.2795	Ha

---

A 2-piece molecular cluster, C7H10O3 overall in a non-equilibrium geometry. Source: OMol25; level of theory: wB97M-V/def2-TZVPD.

XYZ file:
```
20
Properties=species:S:1:pos:R:3:forces:R:3:nbo_charge:R:1
C 2.20087 -0.10193 1.18318 -2.0 -3.5 -0.1 -0.68
H -3.15623 2.08517 0.61626 0.4 0.3 0.2 0.49
H 3.17458 -0.54246 1.16519 1.0 -0.4 -0.4 0.23
C -1.28385 -1.39816 -0.36953 1.1 -2.0 3.6 -0.17
H -0.67973 -1.92836 -1.07733 -0.4 0.0 -1.4 0.20
H 1.48019 1.74319 -0.75053 0.9 0.7 -0.1 0.26
C 1.64311 -0.17473 -0.23375 -1.1 -0.3 1.7 0.13
O -2.70732 -1.45632 -0.50067 0.7 1.4 0.0 -0.49
O -2.19183 1.92940 0.64342 -1.3 -1.0 -0.3 -0.66
C -2.07788 0.61125 0.25462 6.2 1.4 -0.2 0.05
H 1.64610 -0.82621 1.85979 0.4 1.3 -0.5 0.24
O -4.37082 -0.00583 -0.07193 0.4 0.7 0.3 -0.58
H 2.34666 0.84959 1.59947 -0.5 1.4 0.3 0.23
C 2.14930 0.92296 -1.02236 -1.2 0.7 -2.4 -0.72
H 1.66290 -1.09911 -0.82313 -0.6 -0.2 1.0 0.20
H 1.96447 0.72124 -2.11567 0.4 0.4 1.0 0.22
H 3.22716 1.02890 -0.82928 -0.4 0.5 0.0 0.24
C -3.18134 -0.20108 -0.08178 -1.4 -2.8 -1.0 0.69
H -1.03263 -2.14340 0.56833 -0.5 1.8 -1.6 0.18
C -0.81371 -0.01408 -0.01430 -2.3 -0.4 0.0 -0.05
```
Forces are in eV/Å.

Results
highest occupied orbital energy (spin up / spin down)	-8.5 / -8.5	eV
strongest force on any atom	0.124	hartree/bohr
2S+1	1
LUMO (spin up / spin down)	-0.82 / -0.81	eV
energy above the lowest of the compared OMol25 structures with the same formula, charge and spin	110.5	kcal per mole
electronic energy	-498.2666	Ha

---

One molecule with the formula H2N2 in a non-equilibrium geometry. Source: OMol25; level of theory: wB97M-V/def2-TZVPD.

XYZ file:
```
4
Properties=species:S:1:pos:R:3:forces:R:3:nbo_charge:R:1
H 0.98772 0.80763 0.09196 0.8 1.8 -0.5 0.28
N 0.60262 -0.10139 -0.02334 2.9 -1.1 0.9 -0.27
N -0.58250 -0.12572 0.02309 -4.7 -0.5 -1.1 -0.28
H -1.12858 0.78207 -0.09017 1.0 -0.2 0.7 0.27
```
Forces are in eV/Å.

Results
highest occupied orbital energy	-9.1	eV
strongest force on any atom	0.094	hartree/bohr
SMILES string	[H]/N=N\[H]
2S+1	1
LUMO	1.08	eV
energy above the lowest of the compared OMol25 structures with the same formula, charge and spin	6.2	kcal per mole
electronic energy	-110.6318	Ha